ORCA calculation (wB97M-V/def2-TZVPD) on a 2-piece molecular cluster, C3H9OS overall.

```
! wB97M-V def2-TZVPD RIJCOSX def2/J DEFGRID3
* xyz 0 2
C -1.493 0.919 1.171
O -1.661 -0.399 0.661
H -2.372 1.482 0.880
H -1.434 0.919 2.263
H -0.593 1.384 0.755
C 0.704 0.224 -1.828
S 2.155 -0.568 -1.012
C 1.547 -1.246 0.431
H 0.959 1.269 -1.967
H -0.188 0.093 -1.224
H 0.536 -0.283 -2.779
H 1.206 -0.595 1.235
H -0.841 -0.896 0.747
H 1.475 -2.305 0.666
*
```

For the HOMO-LUMO gap (spin up / spin down), the calculation gives 9.30 / 8.33 eV. Its total energy is -593.029047 Ha. The relative energy (zero: lowest compared OMol25 entry of this formula, charge and spin) comes out at 31.0 kcal per mole. Its LUMO energy (spin up / spin down) is 0.0347 / -0.0266 hartree. The HOMO energy (spin up / spin down) comes out at -8.36 / -9.05 eV. The maximum force comes out at 0.9 eV/Å. The expectation value of S² is 0.7559.


ORCA calculation (wB97M-V/def2-TZVPD) on C3H9PS as an isolated structure.

```
! wB97M-V def2-TZVPD RIJCOSX def2/J DEFGRID3
* xyz 0 1
C -1.078 -0.431 0.784
C 0.970 -0.339 -1.073
C -0.948 0.183 -0.587
P 1.895 -0.426 0.428
S -1.082 1.935 -0.703
H -1.788 0.099 1.355
H -0.157 -0.114 1.403
H -1.297 -1.519 0.740
H 1.033 -1.268 -1.655
H 1.212 0.472 -1.601
H -1.456 -0.519 -1.372
H 1.193 -1.143 1.338
H 1.505 0.814 0.886
H -0.002 2.256 0.059
*
```

For the HOMO-LUMO gap, the calculation gives 9.12 eV. Its total energy is -859.117408 Ha. The relative energy (zero: lowest compared OMol25 entry of this formula, charge and spin) comes out at 74.2 kcal per mole. Its LUMO energy is 0.0327 hartree. The HOMO energy comes out at -8.23 eV. The maximum force comes out at 5.6 eV/Å.


ORCA calculation (wB97M-V/def2-TZVPD) on a 2-piece molecular cluster, C3H9S overall.

```
! wB97M-V def2-TZVPD RIJCOSX def2/J DEFGRID3
* xyz -1 1
C -1.833 -0.349 1.051
C -0.525 -1.151 1.124
S 0.736 -0.494 0.064
H -2.153 -0.238 -0.026
H -1.699 0.660 1.498
H -2.592 -0.876 1.647
H -0.786 -2.173 0.752
H -0.196 -1.128 2.171
C 0.990 2.063 -2.010
H 1.728 1.320 -2.235
H -0.035 1.689 -2.322
H 1.203 3.017 -2.577
H 0.959 2.267 -0.919
*
```

For the HOMO-LUMO gap, the calculation gives 6.39 eV. Its total energy is -517.892367 Ha. The relative energy (zero: lowest compared OMol25 entry of this formula, charge and spin) comes out at 13.5 kcal per mole. Its LUMO energy is 0.1580 hartree. The HOMO energy comes out at -2.10 eV. The maximum force comes out at 2.1 eV/Å.


ORCA calculation (wB97M-V/def2-TZVPD) on a 2-piece molecular cluster, C3H9S overall.

```
! wB97M-V def2-TZVPD RIJCOSX def2/J DEFGRID3
* xyz -1 1
C -1.026 0.813 1.117
C -0.593 -0.599 1.520
H -1.764 1.206 1.823
H -1.408 0.845 0.102
H -0.155 1.474 1.144
H -1.475 -1.215 1.705
H 0.002 -0.990 0.685
H 0.040 -0.639 2.408
C 1.247 -0.016 -2.088
S 1.266 -1.822 -1.549
H 1.078 0.748 -1.335
H 2.214 0.103 -2.587
H 0.573 0.093 -2.947
*
```

For the HOMO-LUMO gap, the calculation gives 6.14 eV. Its total energy is -517.890602 Ha. The relative energy (zero: lowest compared OMol25 entry of this formula, charge and spin) comes out at 14.7 kcal per mole. Its LUMO energy is 0.1489 hartree. The HOMO energy comes out at -2.09 eV. The maximum force comes out at 2.0 eV/Å.


ORCA calculation (wB97M-V/def2-TZVPD) on a 2-piece molecular cluster, C3H9S2 overall.

```
! wB97M-V def2-TZVPD RIJCOSX def2/J DEFGRID3
* xyz -1 1
C 1.121 1.131 1.034
C -0.368 1.148 0.673
S -0.600 2.294 -0.727
H 1.564 2.128 1.160
H 1.591 0.680 0.154
H 1.343 0.481 1.892
H -0.659 0.129 0.360
H -1.014 1.476 1.499
H -1.163 1.486 -1.635
C -0.409 -2.643 -0.993
S 0.487 -2.059 0.495
H 0.303 -3.020 -1.728
H -1.077 -3.457 -0.705
H -0.991 -1.847 -1.460
*
```

For the HOMO-LUMO gap, the calculation gives 5.64 eV. Its total energy is -916.085585 Ha. The relative energy (zero: lowest compared OMol25 entry of this formula, charge and spin) comes out at 18.2 kcal per mole. Its LUMO energy is 0.1199 hartree. The HOMO energy comes out at -2.38 eV. The maximum force comes out at 0.6 eV/Å.


ORCA calculation (wB97M-V/def2-TZVPD) on a 2-piece molecular cluster, C3H9S2 overall.

```
! wB97M-V def2-TZVPD RIJCOSX def2/J DEFGRID3
* xyz 0 2
C 0.363 2.215 -0.880
C -0.552 1.472 0.130
C 0.294 0.609 1.082
S -0.637 -0.871 1.661
H -0.256 2.670 -1.660
H 0.892 1.420 -1.407
H 1.058 2.927 -0.442
H -1.184 2.188 0.655
H -1.140 0.804 -0.511
H 0.581 1.148 1.997
H 1.161 0.274 0.505
H -0.264 -1.636 0.611
S 0.478 -1.500 -1.719
H 1.528 -2.275 -2.023
*
```

For the HOMO-LUMO gap (spin up / spin down), the calculation gives 9.66 / 6.08 eV. Its total energy is -916.002143 Ha. The relative energy (zero: lowest compared OMol25 entry of this formula, charge and spin) comes out at 6.6 kcal per mole. Its LUMO energy (spin up / spin down) is 0.0250 / -0.1057 hartree. The HOMO energy (spin up / spin down) comes out at -8.98 / -8.96 eV. The maximum force comes out at 1.2 eV/Å. The expectation value of S² is 0.7529.


ORCA calculation (wB97M-V/def2-TZVPD) on C3HAgFO2 as an isolated structure.

```
! wB97M-V def2-TZVPD RIJCOSX def2/J DEFGRID3
* xyz 2 2
F -0.923 1.939 0.532
O -1.716 -0.115 0.800
C -1.492 -1.405 0.387
C -0.892 0.718 0.184
O -0.521 -1.307 -0.508
C -0.022 -0.011 -0.610
Ag 2.215 0.100 0.169
H 0.115 0.607 -1.554
*
```

For the HOMO-LUMO gap (spin up / spin down), the calculation gives 9.44 / 6.53 eV. Its total energy is -511.260174 Ha. Its LUMO energy (spin up / spin down) is -0.4355 / -0.5386 hartree. The HOMO energy (spin up / spin down) comes out at -21.29 / -21.19 eV. The maximum force comes out at 7.0 eV/Å. The expectation value of S² is 0.7700.


ORCA calculation (wB97M-V/def2-TZVPD) on one molecule with the formula C3HBr2ClN2.

```
! wB97M-V def2-TZVPD RIJCOSX def2/J DEFGRID3
* xyz 0 1
C 2.244 1.889 0.150
C 2.358 0.567 -0.004
C -0.048 1.531 -0.144
N 1.344 -0.306 -0.021
N 0.141 0.251 -0.033
Cl 2.909 3.332 -0.225
Br 4.076 -0.280 0.122
Br -1.658 2.368 0.151
H -0.602 -0.452 0.007
*
```

For the HOMO-LUMO gap (spin up / spin down), the calculation gives 7.28 / 7.28 eV. Its total energy is -5832.458202 Ha. The relative energy (zero: lowest compared OMol25 entry of this formula, charge and spin) comes out at 0.0 kcal per mole. Its LUMO energy (spin up / spin down) is -0.0348 / -0.0348 hartree. The HOMO energy (spin up / spin down) comes out at -8.23 / -8.23 eV. The maximum force comes out at 3.8 eV/Å.


ORCA calculation (wB97M-V/def2-TZVPD) on C3HBrClF3 as an isolated structure.

```
! wB97M-V def2-TZVPD RIJCOSX def2/J DEFGRID3
* xyz 0 1
C -1.310 0.310 -0.085
C -1.232 -1.001 -0.238
C 2.876 1.229 0.445
F -0.598 1.159 -0.960
F -1.857 -1.822 0.589
F -0.323 -1.534 -1.062
Cl 2.645 0.613 -1.061
Br 1.859 0.430 1.725
H -2.060 0.615 0.647
*
```

For the HOMO-LUMO gap, the calculation gives 8.21 eV. Its total energy is -3448.548757 Ha. The relative energy (zero: lowest compared OMol25 entry of this formula, charge and spin) comes out at 75.6 kcal per mole. Its LUMO energy is -0.0330 hartree. The HOMO energy comes out at -9.10 eV. The maximum force comes out at 2.8 eV/Å.


ORCA calculation (wB97M-V/def2-TZVPD) on one molecule with the formula C3HBrClNS2.

```
! wB97M-V def2-TZVPD RIJCOSX def2/J DEFGRID3
* xyz 0 1
C 0.186 -0.417 -1.453
C 0.727 -0.972 1.372
C -0.085 1.032 0.301
N -0.660 0.318 -0.794
S -0.968 2.215 1.006
S 1.383 0.475 0.903
Cl 1.545 -1.795 2.583
Br -0.586 -1.365 -2.905
H -1.541 0.509 -1.012
*
```

For the HOMO-LUMO gap, the calculation gives 7.43 eV. Its total energy is -4000.054811 Ha. Its LUMO energy is -0.0542 hartree. The HOMO energy comes out at -8.90 eV. The maximum force comes out at 5.5 eV/Å.


ORCA calculation (wB97M-V/def2-TZVPD) on a 2-piece molecular cluster, C3HBrF3O2 overall.

```
! wB97M-V def2-TZVPD RIJCOSX def2/J DEFGRID3
* xyz -1 1
C -1.939 -0.490 -0.401
C 2.434 -0.215 0.324
C -1.019 0.787 -0.346
O -2.509 -0.820 0.614
O -1.830 -1.154 -1.470
F 3.138 0.072 1.417
F 2.792 -1.336 -0.271
F -0.788 1.497 -1.449
Br -1.690 1.854 1.057
H 1.412 -0.196 0.523
*
```

For the HOMO-LUMO gap (spin up / spin down), the calculation gives 3.66 / 5.90 eV. Its total energy is -3138.864588 Ha. The relative energy (zero: lowest compared OMol25 entry of this formula, charge and spin) comes out at 141.6 kcal per mole. Its LUMO energy (spin up / spin down) is 0.0425 / 0.1207 hartree. The HOMO energy (spin up / spin down) comes out at -2.51 / -2.62 eV. The maximum force comes out at 5.9 eV/Å.


ORCA calculation (wB97M-V/def2-TZVPD) on a 2-piece molecular cluster, C3HBrIO2 overall.

```
! wB97M-V def2-TZVPD RIJCOSX def2/J DEFGRID3
* xyz -1 1
C -1.898 -0.700 -0.239
C 0.974 -0.593 0.220
C 0.997 0.586 -0.532
O 1.016 1.334 -1.474
O 0.777 0.787 0.804
Br -2.505 -0.042 1.352
I 2.873 -1.489 0.846
H -2.234 0.117 -0.977
*
```

For the HOMO-LUMO gap (spin up / spin down), the calculation gives 6.11 / 6.07 eV. Its total energy is -3136.940144 Ha. The relative energy (zero: lowest compared OMol25 entry of this formula, charge and spin) comes out at 121.4 kcal per mole. Its LUMO energy (spin up / spin down) is 0.0991 / 0.0981 hartree. The HOMO energy (spin up / spin down) comes out at -3.41 / -3.40 eV. The maximum force comes out at 1.8 eV/Å.


ORCA calculation (wB97M-V/def2-TZVPD) on one molecule with the formula C3HCl2NS.

```
! wB97M-V def2-TZVPD RIJCOSX def2/J DEFGRID3
* xyz 0 1
C -2.346 1.458 -2.557
C -1.385 1.694 -1.637
C -0.300 -0.195 0.064
N -3.007 1.263 -3.472
S -0.231 0.412 -1.474
Cl -1.689 2.842 -0.362
Cl -1.472 0.238 1.271
H 0.386 -0.912 0.361
*
```

For the HOMO-LUMO gap (spin up / spin down), the calculation gives 7.50 / 6.34 eV. Its total energy is -1488.122848 Ha. The relative energy (zero: lowest compared OMol25 entry of this formula, charge and spin) comes out at 45.3 kcal per mole. Its LUMO energy (spin up / spin down) is -0.0462 / -0.0707 hartree. The HOMO energy (spin up / spin down) comes out at -8.75 / -8.26 eV. The maximum force comes out at 3.3 eV/Å.


ORCA calculation (wB97M-V/def2-TZVPD) on a 2-piece molecular cluster, C3HCl3O2 overall.

```
! wB97M-V def2-TZVPD RIJCOSX def2/J DEFGRID3
* xyz 0 1
C 0.448 1.807 0.059
C -0.403 -0.465 0.513
C -0.088 -1.156 -0.539
O 1.339 1.437 -0.574
O -0.454 2.149 0.679
Cl -1.284 -1.055 -1.807
Cl 1.238 -2.132 -0.872
Cl 0.531 -0.456 1.932
H -1.327 -0.130 0.609
*
```

For the HOMO-LUMO gap, the calculation gives 10.25 eV. Its total energy is -1645.963377 Ha. The relative energy (zero: lowest compared OMol25 entry of this formula, charge and spin) comes out at 1.9 kcal per mole. Its LUMO energy is 0.0196 hartree. The HOMO energy comes out at -9.71 eV. The maximum force comes out at 4.2 eV/Å.


ORCA calculation (wB97M-V/def2-TZVPD) on one molecule with the formula C3HClFN.

```
! wB97M-V def2-TZVPD RIJCOSX def2/J DEFGRID3
* xyz 0 1
C -0.860 -0.586 0.043
C 0.032 0.431 0.064
C 1.504 0.131 -0.014
H -0.635 -1.632 0.209
N 2.648 0.011 -0.126
F -2.190 -0.428 -0.139
Cl -0.498 2.073 -0.038
*
```

For the HOMO-LUMO gap, the calculation gives 10.55 eV. Its total energy is -729.678761 Ha. The relative energy (zero: lowest compared OMol25 entry of this formula, charge and spin) comes out at 10.1 kcal per mole. Its LUMO energy is 0.0050 hartree. The HOMO energy comes out at -10.41 eV. The maximum force comes out at 1.6 eV/Å.


ORCA calculation (wB97M-V/def2-TZVPD) on a 2-piece molecular cluster, C3HClN2S2 overall.

```
! wB97M-V def2-TZVPD RIJCOSX def2/J DEFGRID3
* xyz 0 1
C -1.810 1.053 -0.078
C 1.305 -0.167 1.500
C 0.319 -0.622 -0.873
N -2.246 0.550 0.899
N 2.132 0.449 1.990
S -0.823 1.603 -1.256
S 0.098 -1.172 0.771
Cl -0.169 -1.624 -2.184
H 1.193 -0.069 -0.769
*
```

For the HOMO-LUMO gap (spin up / spin down), the calculation gives 7.51 / 7.51 eV. Its total energy is -1480.881121 Ha. The relative energy (zero: lowest compared OMol25 entry of this formula, charge and spin) comes out at 13.1 kcal per mole. Its LUMO energy (spin up / spin down) is -0.0774 / -0.0774 hartree. The HOMO energy (spin up / spin down) comes out at -9.62 / -9.62 eV. The maximum force comes out at 3.2 eV/Å.


ORCA calculation (wB97M-V/def2-TZVPD) on C3HCsMgO4 as an isolated structure.

```
! wB97M-V def2-TZVPD RIJCOSX def2/J DEFGRID3
* xyz 2 1
O 0.219 -1.905 -1.514
C 0.072 -2.022 -0.256
O -0.118 -0.949 0.471
O -0.757 -2.975 -0.005
Mg 0.935 -0.099 -2.123
C 0.329 0.252 -0.104
C 0.339 1.351 0.581
O 0.457 2.413 1.092
Cs -0.554 7.178 2.917
H -0.922 -3.244 -1.059
*
```

For the HOMO-LUMO gap, the calculation gives 6.48 eV. Its total energy is -635.502929 Ha. Its LUMO energy is -0.3105 hartree. The HOMO energy comes out at -14.93 eV. The maximum force comes out at 6.4 eV/Å.


ORCA calculation (wB97M-V/def2-TZVPD) on C3HCsO2 as an isolated structure.

```
! wB97M-V def2-TZVPD RIJCOSX def2/J DEFGRID3
* xyz 0 1
C -2.020 0.247 -0.324
C -1.197 1.158 -0.193
O -0.263 1.894 0.191
C 1.905 -1.814 0.561
O 1.295 -2.714 0.866
H -2.743 -0.544 -0.381
Cs 3.023 1.772 -0.718
*
```

For the HOMO-LUMO gap, the calculation gives 4.54 eV. Its total energy is -285.425787 Ha. The relative energy (zero: lowest compared OMol25 entry of this formula, charge and spin) comes out at 6.9 kcal per mole. Its LUMO energy is -0.0418 hartree. The HOMO energy comes out at -5.68 eV. The maximum force comes out at 2.0 eV/Å.


ORCA calculation (wB97M-V/def2-TZVPD) on one molecule with the formula C3HF3O.

```
! wB97M-V def2-TZVPD RIJCOSX def2/J DEFGRID3
* xyz 0 1
C 1.023 -1.649 0.247
C -0.197 -1.684 -0.120
C 1.889 -0.518 0.060
O -1.302 -1.669 -0.236
F 1.886 0.303 1.087
F 1.394 0.264 -0.937
F 3.201 -0.753 -0.113
H 1.577 -2.513 0.559
*
```

For the HOMO-LUMO gap, the calculation gives 10.85 eV. Its total energy is -489.723624 Ha. The relative energy (zero: lowest compared OMol25 entry of this formula, charge and spin) comes out at 8.5 kcal per mole. Its LUMO energy is 0.0181 hartree. The HOMO energy comes out at -10.35 eV. The maximum force comes out at 5.1 eV/Å.


ORCA calculation (wB97M-V/def2-TZVPD) on a 2-piece molecular cluster, C3HF6I overall.

```
! wB97M-V def2-TZVPD RIJCOSX def2/J DEFGRID3
* xyz 0 1
C 0.591 0.898 0.553
C -0.695 -1.624 0.495
C 0.141 1.260 -0.771
F -0.613 -2.000 -0.769
F 0.037 -2.306 1.357
F -1.879 -1.404 0.941
F 0.488 2.484 -1.210
F -1.165 1.195 -0.936
F 0.583 0.339 -1.738
I 2.566 0.458 0.755
H -0.054 0.698 1.322
*
```

For the HOMO-LUMO gap (spin up / spin down), the calculation gives 9.06 / 8.05 eV. Its total energy is -1011.683994 Ha. Its LUMO energy (spin up / spin down) is -0.0043 / -0.0491 hartree. The HOMO energy (spin up / spin down) comes out at -9.17 / -9.39 eV. The maximum force comes out at 3.0 eV/Å.